Formula: C67H73AsN8O5Pd
Source: the OMol25 dataset
Level of theory: ωB97M-V with the def2-TZVPD basis set

Output
E_LUMO (alpha / beta) in eV: -0.514 / -1.727
HOMO (alpha / beta) in eV: -5.20 / -6.74

```
! wB97M-V def2-TZVPD RIJCOSX def2/J DEFGRID3
* xyz 0 3
Pd 1.094 -0.224 -0.113
C 3.709 -3.597 1.179
C 5.019 -2.792 1.104
C 5.085 -1.831 2.289
C 6.220 -3.748 1.155
C 4.957 -1.963 -0.193
O 4.616 -0.802 -0.180
N 5.275 -2.670 -1.325
C 5.274 -2.372 -2.713
C 6.299 -2.965 -3.453
C 6.435 -2.736 -4.810
C 5.535 -1.906 -5.458
C 4.490 -1.349 -4.739
C 4.324 -1.576 -3.374
C 3.143 -1.051 -2.634
C 3.084 0.277 -2.312
C 3.949 1.307 -2.850
C 3.576 2.474 -2.298
C 2.516 2.189 -1.349
N 2.217 0.854 -1.408
C 2.034 3.107 -0.438
C 1.277 2.725 0.702
C 0.824 3.599 1.719
C 0.265 2.819 2.706
C 0.355 1.477 2.273
C -0.155 0.372 2.998
C -0.301 -0.897 2.499
N 0.087 -1.336 1.254
C -0.391 -2.613 1.098
C -0.202 -3.433 0.016
C 0.658 -3.100 -1.062
C 1.095 -3.975 -2.083
C 2.078 -3.313 -2.785
C 2.206 -2.031 -2.206
N 1.325 -1.912 -1.176
C -0.850 -4.776 -0.018
C -0.120 -5.925 0.275
C -0.670 -7.191 0.146
C -1.965 -7.329 -0.335
C -2.705 -6.200 -0.638
C -2.176 -4.926 -0.437
N -2.928 -3.783 -0.794
C -4.296 -3.604 -0.805
O -4.790 -2.939 -1.701
C -5.199 -4.040 0.366
C -6.348 -4.886 -0.193
C -4.544 -4.760 1.547
C -5.771 -2.709 0.898
C -1.064 -3.008 2.316
C -0.985 -1.978 3.181
C -0.623 0.642 4.394
C 0.307 0.620 5.428
C -0.072 0.856 6.741
C -1.407 1.092 7.029
C -2.345 1.125 6.009
C -1.962 0.948 4.684
N -2.870 1.001 3.587
C -3.627 1.987 2.984
O -3.951 1.790 1.821
C -4.108 3.257 3.700
C -5.219 2.875 4.692
C -2.962 4.033 4.366
C -4.724 4.176 2.641
N 0.965 1.436 1.045
C 2.485 4.525 -0.555
C 3.239 5.105 0.464
C 3.705 6.405 0.370
C 3.424 7.152 -0.765
C 2.680 6.605 -1.798
C 2.205 5.299 -1.699
N 1.401 4.726 -2.703
C 1.329 5.063 -4.027
O 2.001 5.938 -4.540
C 0.304 4.229 -4.812
C -1.093 4.670 -4.351
C 0.463 4.537 -6.298
C 0.523 2.727 -4.565
H 3.730 -4.256 2.050
H 3.562 -4.205 0.283
H 2.855 -2.921 1.275
H 4.949 -2.386 3.220
H 4.306 -1.074 2.213
H 6.051 -1.321 2.325
H 6.358 -4.089 2.182
H 7.144 -3.257 0.839
H 6.068 -4.646 0.546
H 5.727 -3.547 -1.134
H 7.018 -3.598 -2.941
H 7.247 -3.203 -5.355
H 5.632 -1.713 -6.519
H 3.745 -0.748 -5.249
H 4.745 1.144 -3.558
H 4.004 3.449 -2.473
H 0.912 4.673 1.705
H -0.168 3.142 3.640
H 0.723 -4.973 -2.256
H 2.639 -3.669 -3.636
H 0.900 -5.816 0.626
H -0.082 -8.067 0.392
H -2.387 -8.312 -0.505
H -3.695 -6.291 -1.069
H -2.450 -3.154 -1.424
H -5.987 -5.843 -0.579
H -6.857 -4.356 -0.997
H -7.066 -5.093 0.604
H -4.329 -5.805 1.337
H -5.237 -4.729 2.391
H -3.620 -4.271 1.855
H -6.239 -2.147 0.092
H -4.979 -2.095 1.337
H -6.516 -2.916 1.668
H -1.492 -3.983 2.487
H -1.361 -1.929 4.193
H 1.342 0.411 5.186
H 0.666 0.841 7.533
H -1.728 1.247 8.051
H -3.384 1.281 6.255
H -2.612 0.330 2.874
H -4.903 2.130 5.417
H -6.074 2.465 4.151
H -5.547 3.766 5.232
H -2.542 3.534 5.233
H -3.339 5.006 4.690
H -2.157 4.207 3.647
H -5.506 3.665 2.083
H -3.966 4.514 1.932
H -5.155 5.051 3.133
H 3.477 4.506 1.335
H 4.297 6.828 1.173
H 3.785 8.170 -0.847
H 2.471 7.179 -2.688
H 0.972 3.855 -2.434
H -1.204 5.753 -4.442
H -1.279 4.400 -3.309
H -1.860 4.201 -4.972
H 0.380 5.607 -6.481
H -0.305 4.015 -6.871
H 1.445 4.218 -6.652
H 0.206 2.403 -3.569
H 1.578 2.466 -4.680
H -0.049 2.149 -5.294
C -2.062 2.607 -0.170
As -2.256 0.905 -1.042
C -2.984 1.249 -2.794
C -3.560 -0.219 -0.207
O -0.800 0.129 -1.202
H -3.044 3.052 -0.012
H -1.443 3.245 -0.799
H -1.571 2.453 0.790
H -3.960 1.725 -2.694
H -3.089 0.295 -3.306
H -2.314 1.891 -3.355
H -4.415 0.373 0.116
H -3.113 -0.696 0.664
H -3.874 -0.977 -0.922
*
```

Mulliken population analysis, charges in e, atoms 1 to 5: Pd 1.100; C -1.601; C 2.615; C -1.813; C -2.092